The following is a quantum chemistry calculation of a structure of composition C13H35BClO14P3S in a non-equilibrium geometry, from the Open Molecules 2025 dataset.

```
68
Properties=species:S:1:pos:R:3:forces:R:3:lowdin_charge:R:1
O 3.1035 -1.9865 4.5693 -1.11 0.63 -2.83 -0.4687
S 2.6386 -2.0119 3.1430 0.61 -1.31 1.18 0.9660
O 1.1854 -1.2018 2.9803 1.52 -0.23 1.04 -0.3826
C 0.4985 -1.0083 4.2367 -1.40 0.40 0.94 -0.1590
B -0.7612 -0.0085 3.9484 -0.12 0.53 -0.68 -0.4790
O -1.9609 -0.0386 4.7270 2.07 0.20 -0.68 0.1094
O -0.5670 0.9342 2.8819 -0.49 -0.73 2.36 0.0942
O 3.6917 -1.0442 2.1968 -1.16 0.99 2.98 -0.6222
P 4.2019 0.3809 3.0037 0.11 1.03 -0.85 0.6098
O 2.9694 0.9246 4.0433 1.60 -1.18 -0.48 -0.3647
Cl 5.8111 -0.2326 4.2617 -1.14 0.03 -0.23 0.1618
H 0.1723 -1.9794 4.7103 0.43 0.86 -0.63 0.1311
H 1.1183 -0.4718 5.0161 -0.33 -0.62 -0.90 0.1108
H -1.8637 0.6239 5.4321 -0.47 -0.18 -0.29 0.1066
H 0.1359 1.5473 3.1627 0.03 -0.34 -0.62 0.1110
H 3.2079 0.7782 4.9762 -0.15 -0.17 -0.23 0.0484
O -1.1597 -6.6292 -0.7515 -1.12 1.45 3.66 -0.2554
P -0.7649 -5.1824 -0.4622 3.50 0.93 -7.31 0.7036
O -1.4145 -4.4815 -1.8311 -0.39 0.03 1.28 -0.2313
C -2.6959 -4.8609 -2.3205 -0.38 -0.03 -0.35 -0.2941
C -3.8149 -4.0758 -1.6611 0.08 0.14 0.09 -0.0783
O 0.8146 -5.2683 -0.9364 -0.44 0.16 1.36 -0.2242
C 1.5155 -6.5071 -0.9390 0.18 -0.36 -0.26 -0.3014
C 1.5298 -7.0977 -2.3358 -0.08 0.05 -0.18 -0.0772
O -0.3466 -3.6669 0.1760 -1.13 -2.35 0.97 -0.2034
C -1.1364 -2.4945 0.1027 -0.60 0.69 0.40 -0.2816
C -2.1349 -2.4197 1.2386 0.06 0.02 0.20 -0.0576
H -2.8781 -5.9301 -2.2105 0.23 -0.03 0.14 0.1030
H -2.6963 -4.6518 -3.3933 0.18 0.05 0.06 0.1197
H -3.8306 -4.2538 -0.5825 -0.06 -0.06 -0.03 0.0644
H -4.7836 -4.3680 -2.0710 0.04 -0.03 0.02 0.0792
H -3.6900 -3.0018 -1.8174 -0.01 -0.05 -0.02 0.0758
H 1.0931 -7.2037 -0.2129 -0.09 0.04 -0.14 0.1029
H 2.5416 -6.3000 -0.6241 -0.08 0.17 0.02 0.1144
H 0.5190 -7.2387 -2.7220 -0.02 -0.07 0.18 0.0717
H 2.0443 -8.0608 -2.3445 0.01 0.03 0.01 0.0757
H 2.0385 -6.4224 -3.0278 0.06 -0.04 0.09 0.0766
H -1.6160 -2.3722 -0.8655 -0.01 -0.40 -0.07 0.1014
H -0.4419 -1.6531 0.1918 0.21 -0.27 0.08 0.1295
H -2.7734 -3.3057 1.2680 -0.07 0.06 -0.09 0.0678
H -2.7610 -1.5312 1.1421 -0.02 -0.04 0.00 0.0870
H -1.6119 -2.3718 2.1979 -0.02 0.00 -0.05 0.0695
O -1.5582 4.2297 -2.1583 -0.02 4.05 -0.65 -0.2533
P -0.5605 5.0393 -1.3326 2.92 -6.70 3.67 0.7032
O 0.8181 4.1800 -1.7186 -0.40 1.23 -0.36 -0.2330
C 1.0719 3.7463 -3.0503 0.24 -0.29 -0.37 -0.2935
C 1.7759 4.8093 -3.8734 0.05 0.13 0.12 -0.0787
O -0.8788 4.3733 0.1440 -0.30 1.37 -0.38 -0.2240
C -2.1369 3.7664 0.4227 -0.31 -0.45 0.02 -0.2931
C -2.0384 2.2618 0.2633 0.25 -0.17 -0.10 -0.0724
O 0.3391 6.1890 -0.4664 -2.06 0.05 -1.81 -0.2052
C 1.5977 6.7093 -0.8491 0.54 0.70 -0.40 -0.2949
C 1.4550 7.8917 -1.7850 -0.14 0.18 0.06 -0.0779
H 0.1625 3.4254 -3.5586 -0.16 0.09 0.21 0.1035
H 1.7163 2.8666 -2.9759 -0.03 0.05 0.19 0.1203
H 1.1602 5.7092 -3.9534 -0.03 -0.04 -0.08 0.0642
H 1.9804 4.4431 -4.8812 -0.05 0.00 0.03 0.0795
H 2.7260 5.0979 -3.4177 -0.03 -0.04 -0.02 0.0751
H -2.9273 4.1863 -0.2020 0.13 -0.07 -0.07 0.1028
H -2.3891 4.0037 1.4597 0.17 0.10 -0.02 0.1146
H -1.7031 1.9845 -0.7382 -0.16 0.17 -0.07 0.0745
H -3.0042 1.7874 0.4512 0.01 0.03 0.03 0.0801
H -1.3060 1.8534 0.9625 -0.21 0.08 -0.02 0.0476
H 2.2583 5.9480 -1.2577 -0.30 -0.22 -0.13 0.0989
H 2.0797 7.0486 0.0729 -0.32 -0.09 0.12 0.1283
H 0.8675 7.6308 -2.6683 0.12 -0.06 -0.04 0.0631
H 2.4347 8.2524 -2.1021 -0.03 -0.02 -0.04 0.0817
H 0.9317 8.7100 -1.2847 0.05 -0.04 -0.02 0.0785
```
Positions in Å, forces in eV/Å.

Values from the calculation:
Total charge: 0
HOMO energy: -9.599 eV
Gap between HOMO and LUMO: 8.73 eV
2S+1: 1


The following is a quantum chemistry calculation of a cluster of 2 separate species, C4H5BrClN in total in a non-equilibrium geometry, from the Open Molecules 2025 dataset.

```
12
Properties=species:S:1:pos:R:3:forces:R:3:lowdin_charge:R:1
C 1.9560 -0.1959 -1.9534 -0.39 0.43 5.14 -0.3198
C -0.5115 0.6144 -0.0903 -2.48 0.77 -1.60 -0.1714
C 1.9195 -0.1193 -0.5045 1.52 1.07 -0.13 -0.7674
C 0.9760 0.6840 0.3086 -1.20 0.55 1.04 -0.7924
N 1.9589 -0.2881 -3.0788 0.01 -0.32 -3.23 0.1901
Cl 1.4789 2.4753 0.2018 0.07 -0.40 -0.05 0.5399
Br 3.5742 -0.3633 0.4003 -0.49 -0.28 -0.62 0.7729
H -0.8925 -0.2729 -0.7822 1.32 1.57 1.58 0.0953
H -1.1249 0.5754 0.8771 0.71 0.19 -1.59 0.0861
H -0.8250 1.6037 -0.7232 0.75 -2.43 1.70 0.1056
H 0.8134 -2.1297 -0.7201 -0.35 -0.73 -0.07 0.1506
H 1.0146 0.5520 1.4571 0.53 -0.43 -2.18 0.1104
```
Positions in Å, forces in eV/Å.

Values from the calculation:
Total charge: 0
HOMO energy (alpha / beta): -9.064 / -11.116 eV
Gap between HOMO and LUMO (alpha / beta): 9.32 / 8.42 eV
2S+1: 3
Relative energy (zero: lowest compared OMol25 entry of this formula, charge and spin): 43.2 kJ/mol